Entry 1:
Entry from the Open Molecules 2025 dataset: a structure of composition C10H13Cl4N3O2Ru (wB97M-V/def2-TZVPD).

```
33
Properties=species:S:1:pos:R:3
Ru 0.137 0.021 -0.162
Cl 4.161 2.180 -5.145
Cl 1.920 3.416 -3.349
Cl 3.211 -2.677 -3.015
Cl 4.800 -0.837 -4.980
O 0.867 1.432 -1.418
O 1.403 -1.097 -1.280
N -1.108 1.461 0.806
N -0.438 -1.691 0.976
N 1.360 0.377 1.611
C 2.947 -1.016 -3.069
C 2.019 -0.445 -2.173
C 1.331 -0.879 2.415
C 0.807 1.591 2.280
C 2.351 1.794 -3.223
C 3.335 1.214 -4.045
C -0.010 -1.569 2.385
C -0.698 1.670 2.209
C 3.630 -0.178 -3.969
C 1.714 0.995 -2.252
H 1.609 -0.681 3.452
H -0.956 2.317 0.287
H 0.085 -2.542 2.863
H 1.234 2.457 1.774
H -1.016 2.643 2.581
H -2.104 1.300 0.765
H -0.764 -1.016 2.932
H 1.118 1.631 3.326
H -1.175 0.920 2.827
H -1.412 -1.952 0.941
H 0.059 -2.460 0.546
H 2.325 0.570 1.379
H 2.084 -1.546 1.992
```

Computed properties:
Highest occupied orbital energy (spin up / spin down) = -0.5174 / -0.5173 Ha
Frontier orbital gap (spin up / spin down) = 3.2 / 3.2 eV
Total charge = +2
E = -2638.603969 Ha

Here are the Löwdin charges for atoms 1 to 2, given in e:
1 Ru 1.25
2 Cl 0.84

Entry 2:
Entry from the Open Molecules 2025 dataset: an isolated molecule of C4H8N2 (wB97M-V/def2-TZVPD).

```
14
Properties=species:S:1:pos:R:3
N 0.745 0.978 -0.778
N 1.870 0.674 0.107
C -1.809 0.679 -0.289
C 0.806 -1.627 -0.110
C -0.341 0.796 0.193
C 0.742 -0.165 0.115
H 0.973 -2.023 1.009
H -0.155 -1.985 -0.448
H -2.126 -0.195 0.172
H -0.177 1.350 1.259
H -2.502 1.500 0.069
H -1.803 0.617 -1.426
H 1.687 -1.838 -0.800
H 2.091 1.239 0.928
```

Computed properties:
Highest occupied orbital energy = -0.3486 Ha
Frontier orbital gap = 10.6 eV
Structure (SMILES) = C[C@@H]1N2N[C@@]12C
E = -266.573679 Ha

Here are the Löwdin charges for atoms 1 to 2, given in e:
1 N 0.07
2 N 0.06

Entry 3:
Entry from the Open Molecules 2025 dataset: a structure of composition C47H53AsN3SSi2Ti (wB97M-V/def2-TZVPD).

```
108
Properties=species:S:1:pos:R:3
As 0.497 2.250 -0.255
Ti -1.323 0.182 0.046
S -0.650 -0.549 4.432
Si -2.775 2.757 -1.510
Si -1.863 -3.017 -0.438
N -2.187 1.143 -1.459
N -1.482 -1.439 -1.001
N -0.422 -0.544 1.802
C 2.018 3.552 -0.743
C 3.444 -5.013 1.674
C 2.615 -2.763 3.554
C 3.598 -3.287 -0.113
C -1.687 -1.937 -3.387
C -2.636 3.548 0.233
C 0.676 -1.396 3.687
C -4.599 2.979 -2.106
C 0.962 0.934 -1.638
C 3.167 0.951 2.847
C 2.527 4.361 0.281
C 1.672 -2.100 4.321
C -3.364 0.814 3.650
C 1.384 1.764 1.431
C -2.500 0.429 2.603
C 2.273 3.950 -2.060
C 0.698 0.276 -3.956
C -1.776 -1.069 -2.302
C -1.798 4.014 -2.614
C 1.691 -0.233 -1.425
C 2.449 1.290 3.981
C -1.216 -0.110 2.815
C -2.592 0.630 -3.820
C 0.687 2.130 2.589
C 3.638 -3.514 1.399
C 0.601 -1.306 2.278
C 1.385 -0.901 -3.715
C -0.472 -4.293 -0.860
C -4.267 0.754 1.016
C 2.657 1.211 1.587
C -2.521 -0.261 -4.878
C 2.566 -2.737 2.160
C 1.215 1.914 3.847
C -5.142 1.073 2.055
C 3.579 5.824 -1.302
C 3.319 5.459 0.013
C -2.048 -1.542 -4.666
C 1.550 -2.026 1.534
C 3.042 5.067 -2.333
C -2.934 0.459 1.244
C 5.028 -3.078 1.882
C -2.204 0.275 -2.529
C 0.473 1.170 -2.927
C 1.888 -1.144 -2.449
C -3.524 -3.620 -1.197
C -4.673 1.135 3.364
C -2.136 -3.127 1.451
H 4.173 6.702 -1.518
H 1.525 -1.626 -4.504
H -2.828 0.052 -5.867
H -2.334 2.809 0.977
H -4.992 3.940 -1.788
H 3.384 -3.319 4.067
H 3.819 -2.247 -0.345
H 4.352 -3.909 -0.596
H 1.712 -2.149 5.400
H 2.630 -3.555 -0.528
H 2.854 1.088 4.963
H 2.449 -2.050 -2.271
H 0.172 -4.471 -0.002
H 0.663 2.216 4.728
H 5.135 -2.002 1.772
H 2.311 4.090 1.312
H 1.886 3.356 -2.881
H -0.274 2.635 2.486
H 0.311 0.486 -4.942
H -6.182 1.298 1.848
H -4.366 -3.226 -0.635
H 2.469 -5.338 1.312
H 4.146 0.502 2.953
H -3.571 3.987 0.568
H -2.686 -2.263 1.827
H 3.502 -5.218 2.741
H 4.215 -5.597 1.171
H 3.733 6.039 0.829
H 1.426 -2.046 0.463
H -4.670 2.934 -3.188
H 0.153 -3.926 -1.669
H -4.649 0.750 -0.002
H 3.228 5.352 -3.361
H -2.999 0.834 4.671
H -1.324 -2.942 -3.221
H 5.802 -3.566 1.292
H -0.881 -5.249 -1.175
H -0.770 4.100 -2.257
H -0.087 2.075 -3.126
H -1.884 4.336 0.212
H -3.628 -3.280 -2.222
H -2.951 1.633 -3.994
H -5.345 1.423 4.164
H -1.195 -3.201 1.990
H -3.605 -4.701 -1.200
H 2.145 -0.406 -0.457
H -1.775 3.729 -3.661
H -5.247 2.205 -1.708
H -2.717 -4.015 1.687
H -2.250 5.001 -2.557
H -1.960 -2.241 -5.487
H 5.191 -3.338 2.923
H 3.276 1.027 0.714
```

Computed properties:
Highest occupied orbital energy (spin up / spin down) = -0.0885 / -0.1591 Ha
Frontier orbital gap (spin up / spin down) = 4.8 / 6.7 eV
Total charge = -1
E = -6049.651470 Ha
2S+1 = 3

Here are the Löwdin charges for atoms 1 to 2, given in e:
1 As 1.34
2 Ti 0.82

Entry 4:
Entry from the Open Molecules 2025 dataset: an isolated molecule of C3H8FN3O (wB97M-V/def2-TZVPD).

```
16
Properties=species:S:1:pos:R:3
F 2.398 -1.181 1.275
O 0.091 2.042 -1.048
N -1.784 -1.226 -0.856
N -0.809 1.959 -0.014
N -0.729 -0.381 -0.433
C 1.564 -0.404 0.490
C -1.188 0.775 0.263
C 0.241 -1.156 0.332
H 0.419 -2.065 -0.205
H -1.911 0.661 1.093
H 2.030 -0.248 -0.509
H 0.151 1.140 -1.435
H -0.122 -1.426 1.345
H 1.404 0.548 0.983
H -2.470 -1.330 -0.133
H -2.264 -0.738 -1.615
```

Computed properties:
Highest occupied orbital energy = -0.3606 Ha
Frontier orbital gap = 10.7 eV
Structure (SMILES) = NN(/C=N\O)CCF
E = -458.373200 Ha

Here are the Löwdin charges for atoms 1 to 2, given in e:
1 F -0.05
2 O -0.06

Question: What is the E in the third record?
Answer: -6049.651470 Ha

Question: Number 1 is which compound?
Answer: C10H13Cl4N3O2Ru

Question: Which value of E does entry 4 give?
Answer: -458.373200 Ha